# 1
This record from the OMol25 dataset describes one molecule with the formula C24H33N3O3. The level of theory is ωB97M-V/def2-TZVPD.

charge: 0
spin multiplicity: 1
SMILES: CCOC(=O)C1(CCCc2ccccc2)CCN(C(=O)CCc2cnn(C)c2)CC1
energy above the lowest of the compared OMol25 structures with the same formula, charge and spin: 30.8 kcal/mol
frontier orbital gap: 9.5 eV
HOMO level: -8.78 eV
molecular weight: 411.55 g mol⁻¹

Positions of all 63 atoms, in Å:
C  4.018  1.102  0.735
C  3.406  1.233  -0.653
O  2.026  1.591  -0.575
C  1.141  0.603  -0.425
O  1.443  -0.564  -0.414
C  -0.274  1.159  -0.290
C  -0.290  2.133  0.904
C  0.136  1.495  2.225
C  0.315  2.551  3.321
C  0.757  1.904  4.602
C  2.103  1.656  4.838
C  2.514  1.026  5.999
C  1.579  0.632  6.941
C  0.235  0.871  6.715
C  -0.172  1.501  5.552
C  -1.290  0.026  -0.103
C  -1.418  -0.845  -1.356
N  -1.720  -0.047  -2.520
C  -2.778  -0.132  -3.362
O  -2.893  0.637  -4.302
C  -3.802  -1.231  -3.153
C  -3.428  -2.454  -4.014
C  -2.159  -3.085  -3.554
C  -2.000  -4.132  -2.632
N  -0.723  -4.381  -2.407
N  -0.043  -3.525  -3.160
C  1.388  -3.469  -3.086
C  -0.864  -2.724  -3.870
C  -0.717  0.969  -2.765
C  -0.624  1.924  -1.578
H  5.081  0.901  0.648
H  3.549  0.282  1.274
H  3.875  2.023  1.295
H  3.501  0.289  -1.200
H  3.879  2.039  -1.217
H  0.387  2.959  0.674
H  -1.296  2.546  1.007
H  -0.611  0.770  2.553
H  1.078  0.960  2.092
H  1.061  3.280  2.997
H  -0.630  3.076  3.473
H  2.837  1.965  4.106
H  3.565  0.843  6.169
H  1.898  0.141  7.849
H  -0.499  0.566  7.447
H  -1.223  1.687  5.381
H  -0.984  -0.617  0.721
H  -2.260  0.467  0.135
H  -2.178  -1.606  -1.194
H  -0.464  -1.357  -1.515
H  -4.756  -0.839  -3.510
H  -3.913  -1.519  -2.109
H  -3.325  -2.124  -5.050
H  -4.238  -3.184  -3.961
H  -2.759  -4.708  -2.140
H  1.706  -2.706  -2.369
H  1.750  -4.437  -2.748
H  1.805  -3.239  -4.066
H  -0.491  -1.974  -4.538
H  -1.008  1.507  -3.669
H  0.252  0.482  -2.931
H  0.130  2.686  -1.776
H  -1.589  2.418  -1.444

***

# 2
This record from the OMol25 dataset describes C24H34AsBr2CoN3S as an isolated structure. The level of theory is ωB97M-V/def2-TZVPD.

charge: +2
spin multiplicity: 2
frontier orbital gap (spin up / spin down): 7.0 / 7.6 eV
⟨S²⟩: 0.799
HOMO level (spin up / spin down): -12.93 / -12.98 eV
molecular weight: 690.29 g mol⁻¹

Positions of all 66 atoms, in Å:
Co  0.228  -0.415  -0.723
Br  0.552  -4.925  -0.381
C  2.159  -3.983  -0.831
Br  2.138  -2.075  -0.411
H  2.325  -4.078  -1.896
H  2.977  -4.392  -0.250
C  0.212  -2.795  -3.278
C  -1.100  -2.325  -2.738
C  -2.259  -3.005  -3.182
C  -3.495  -2.519  -2.890
C  -3.603  -1.269  -2.235
C  -4.836  -0.608  -2.032
C  -4.852  0.657  -1.509
C  -3.652  1.311  -1.180
C  -2.442  0.677  -1.335
S  -0.902  1.451  -1.008
C  -2.410  -0.645  -1.834
N  -1.173  -1.248  -1.972
H  0.391  -3.842  -3.037
H  0.161  -2.733  -4.366
H  1.037  -2.168  -2.953
H  -2.135  -3.902  -3.772
H  -4.389  -3.035  -3.213
H  -5.752  -1.101  -2.327
H  -5.789  1.177  -1.372
H  -3.679  2.329  -0.816
C  3.578  0.602  0.914
As  1.888  1.147  0.118
C  2.510  2.186  -1.389
C  1.277  2.415  1.499
C  1.888  3.774  1.336
C  1.335  4.685  0.439
C  1.909  5.933  0.269
C  3.044  6.283  0.990
C  3.598  5.382  1.887
C  3.020  4.132  2.061
H  4.143  1.512  1.119
H  4.154  -0.023  0.235
H  3.415  0.067  1.848
H  3.092  3.033  -1.032
H  1.664  2.536  -1.975
H  3.135  1.537  -2.003
H  1.597  1.965  2.443
H  0.189  2.457  1.476
H  0.446  4.418  -0.123
H  1.469  6.638  -0.423
H  3.490  7.259  0.859
H  4.473  5.654  2.461
H  3.447  3.439  2.778
N  -1.278  -3.213  2.588
C  0.085  -2.577  2.630
C  -0.035  -1.069  2.567
N  -0.791  -0.665  1.377
C  -2.151  -1.215  1.467
C  -2.088  -2.724  1.415
H  -1.782  -3.003  3.453
H  -1.178  -4.229  2.547
H  0.616  -2.967  1.767
H  0.577  -2.909  3.543
H  0.975  -0.659  2.519
H  -0.502  -0.689  3.485
H  -0.875  0.351  1.368
H  -2.750  -0.858  0.634
H  -2.651  -0.892  2.392
H  -1.575  -3.069  0.517
H  -3.073  -3.182  1.481

***

# 3
This record from the OMol25 dataset describes a 7-piece molecular cluster, C24H34BN6 overall. The level of theory is ωB97M-V/def2-TZVPD.

charge: -1
spin multiplicity: 1
energy above the lowest of the compared OMol25 structures with the same formula, charge and spin: 25.6 kcal/mol
frontier orbital gap: 7.5 eV
HOMO level: -4.85 eV
molecular weight: 417.39 g mol⁻¹

Positions of all 65 atoms, in Å:
B  0.339  -0.465  0.992
H  -0.506  -1.164  1.601
H  1.013  -1.336  0.550
H  -0.079  0.339  0.160
H  0.875  0.268  1.726
N  3.111  1.593  0.134
C  2.823  2.915  0.487
C  4.026  3.750  0.501
C  5.064  2.712  -0.080
C  4.481  1.310  -0.134
H  2.472  0.966  -0.012
H  1.828  3.115  0.771
H  4.033  4.773  0.749
H  6.035  2.945  -0.131
H  4.794  0.482  -0.630
N  -1.263  -2.276  -1.252
C  -0.660  -3.602  -1.479
C  -1.427  -4.102  -2.676
C  -2.514  -3.174  -2.965
C  -2.353  -2.098  -2.061
H  -0.695  -1.626  -0.533
H  0.237  -4.064  -0.903
H  -1.230  -4.934  -3.126
H  -3.203  -3.287  -3.671
H  -2.984  -1.250  -1.867
N  -0.836  2.986  -0.330
C  -0.321  3.601  -1.463
C  -0.834  5.097  -1.552
C  -1.655  5.304  -0.298
C  -1.606  3.974  0.460
H  -0.566  2.010  -0.057
H  0.379  3.150  -2.013
H  -0.508  5.957  -2.122
H  -2.109  6.084  -0.083
H  -1.974  3.601  1.362
N  1.738  -5.288  1.370
C  2.020  -6.619  1.832
C  0.872  -7.022  2.718
C  -0.102  -5.788  2.611
C  0.525  -4.788  1.711
H  2.446  -4.944  0.662
H  2.880  -7.151  1.797
H  0.538  -7.849  3.310
H  -1.042  -5.684  2.995
H  0.025  -3.829  1.297
N  -2.281  1.487  2.831
C  -2.623  2.248  3.901
C  -4.079  2.621  3.642
C  -4.519  1.828  2.359
C  -3.283  1.152  2.039
H  -1.560  1.075  2.672
H  -1.838  2.597  4.666
H  -4.744  3.333  4.241
H  -5.488  1.839  1.887
H  -3.000  0.462  1.235
N  0.302  -0.281  -2.651
C  -0.259  0.738  -3.367
C  0.876  1.724  -3.750
C  2.108  1.201  -2.955
C  1.726  -0.015  -2.242
H  -0.185  -1.265  -2.434
H  -1.280  0.936  -3.616
H  0.803  2.652  -4.209
H  3.000  1.844  -2.825
H  2.240  -0.764  -1.775

***

# 4
This record from the OMol25 dataset describes C24H34MgN3O5Sb as an isolated structure. The level of theory is ωB97M-V/def2-TZVPD.

charge: 0
spin multiplicity: 1
energy above the lowest of the compared OMol25 structures with the same formula, charge and spin: 7.4 kcal/mol
frontier orbital gap: 8.0 eV
HOMO level: -7.70 eV
molecular weight: 590.62 g mol⁻¹

Positions of all 68 atoms, in Å:
Mg  0.874  0.932  0.243
N  1.274  1.897  -1.707
C  2.641  2.506  -1.596
C  3.479  1.784  -0.526
O  4.671  1.548  -0.731
N  2.732  1.506  0.564
C  3.327  0.672  1.629
C  2.285  -0.442  1.731
O  2.707  -1.599  1.286
O  1.114  -0.171  2.031
H  1.364  0.969  -2.132
H  0.700  2.434  -2.341
H  2.527  3.541  -1.278
H  3.191  2.492  -2.532
H  3.371  1.210  2.575
H  4.308  0.289  1.365
C  -0.499  -4.090  -2.866
O  0.641  -3.896  -2.048
C  1.508  -2.929  -2.419
C  1.410  -2.225  -3.613
C  2.341  -1.234  -3.918
C  3.371  -0.942  -3.039
C  3.453  -1.645  -1.839
C  2.536  -2.629  -1.518
N  2.610  -3.351  -0.277
C  1.901  -2.809  0.841
C  0.412  -2.667  0.596
C  -0.363  -3.700  1.115
C  -1.721  -3.815  0.854
C  -2.322  -2.859  0.042
C  -1.575  -1.807  -0.463
C  -0.203  -1.670  -0.192
O  0.463  -0.618  -0.655
H  -1.109  -4.836  -2.365
H  -0.224  -4.454  -3.861
H  -1.074  -3.165  -2.964
H  0.620  -2.451  -4.317
H  2.260  -0.704  -4.861
H  4.105  -0.174  -3.259
H  4.242  -1.406  -1.135
H  3.574  -3.507  -0.018
H  2.043  -3.488  1.671
H  0.123  -4.452  1.733
H  -2.291  -4.640  1.264
H  -3.379  -2.931  -0.193
H  -2.033  -1.046  -1.090
C  -2.898  4.653  2.789
C  -1.566  3.937  3.022
Sb  -1.071  2.480  1.541
C  -2.248  0.834  2.271
C  -3.527  1.163  3.042
C  -2.289  3.148  -0.115
C  -3.765  2.734  -0.107
H  -3.064  5.399  3.570
H  -3.743  3.961  2.809
H  -2.918  5.176  1.828
H  -1.556  3.400  3.972
H  -0.736  4.643  3.048
H  -1.549  0.269  2.892
H  -2.452  0.200  1.405
H  -3.327  1.782  3.919
H  -4.000  0.243  3.398
H  -4.257  1.686  2.425
H  -1.785  2.744  -0.995
H  -2.183  4.234  -0.164
H  -3.878  1.651  -0.033
H  -4.262  3.051  -1.028
H  -4.307  3.183  0.726

***

- Look up the molecular weight of the first one.
  411.55 g mol⁻¹

***

Copy entry 2 word for word.
This record from the OMol25 dataset describes C24H34AsBr2CoN3S as an isolated structure. The level of theory is ωB97M-V/def2-TZVPD.

charge: +2
spin multiplicity: 2
frontier orbital gap (spin up / spin down): 7.0 / 7.6 eV
⟨S²⟩: 0.799
HOMO level (spin up / spin down): -12.93 / -12.98 eV
molecular weight: 690.29 g mol⁻¹

Positions of all 66 atoms, in Å:
Co  0.228  -0.415  -0.723
Br  0.552  -4.925  -0.381
C  2.159  -3.983  -0.831
Br  2.138  -2.075  -0.411
H  2.325  -4.078  -1.896
H  2.977  -4.392  -0.250
C  0.212  -2.795  -3.278
C  -1.100  -2.325  -2.738
C  -2.259  -3.005  -3.182
C  -3.495  -2.519  -2.890
C  -3.603  -1.269  -2.235
C  -4.836  -0.608  -2.032
C  -4.852  0.657  -1.509
C  -3.652  1.311  -1.180
C  -2.442  0.677  -1.335
S  -0.902  1.451  -1.008
C  -2.410  -0.645  -1.834
N  -1.173  -1.248  -1.972
H  0.391  -3.842  -3.037
H  0.161  -2.733  -4.366
H  1.037  -2.168  -2.953
H  -2.135  -3.902  -3.772
H  -4.389  -3.035  -3.213
H  -5.752  -1.101  -2.327
H  -5.789  1.177  -1.372
H  -3.679  2.329  -0.816
C  3.578  0.602  0.914
As  1.888  1.147  0.118
C  2.510  2.186  -1.389
C  1.277  2.415  1.499
C  1.888  3.774  1.336
C  1.335  4.685  0.439
C  1.909  5.933  0.269
C  3.044  6.283  0.990
C  3.598  5.382  1.887
C  3.020  4.132  2.061
H  4.143  1.512  1.119
H  4.154  -0.023  0.235
H  3.415  0.067  1.848
H  3.092  3.033  -1.032
H  1.664  2.536  -1.975
H  3.135  1.537  -2.003
H  1.597  1.965  2.443
H  0.189  2.457  1.476
H  0.446  4.418  -0.123
H  1.469  6.638  -0.423
H  3.490  7.259  0.859
H  4.473  5.654  2.461
H  3.447  3.439  2.778
N  -1.278  -3.213  2.588
C  0.085  -2.577  2.630
C  -0.035  -1.069  2.567
N  -0.791  -0.665  1.377
C  -2.151  -1.215  1.467
C  -2.088  -2.724  1.415
H  -1.782  -3.003  3.453
H  -1.178  -4.229  2.547
H  0.616  -2.967  1.767
H  0.577  -2.909  3.543
H  0.975  -0.659  2.519
H  -0.502  -0.689  3.485
H  -0.875  0.351  1.368
H  -2.750  -0.858  0.634
H  -2.651  -0.892  2.392
H  -1.575  -3.069  0.517
H  -3.073  -3.182  1.481